# C36H75BIO16P

A 8-piece molecular cluster, C36H75BIO16P overall (ωB97M-V/def2-TZVPD, the Open Molecules 2025 dataset).

Last columns: bonded neighbours and bond lengths (Å).
Element x y z (Å)
1 C -2.4399 -0.4597 -1.6394  C2 1.559, H14 1.100, H15 1.101, H16 1.103
2 C -2.5318 -0.3975 -3.1939  C1 1.559, O3 1.429, H17 1.100, H18 1.106
3 O -1.5208 0.4826 -3.6895  C2 1.429, C4 1.424
4 C -2.0953 1.5231 -4.4734  O3 1.424, C5 1.543, H19 1.108, H20 1.109
5 C -0.9427 2.4598 -4.8931  C4 1.543, C6 1.556, H21 1.094, H22 1.102
6 C -0.3402 3.3243 -3.7480  C5 1.556, C7 1.542, H23 1.101, H24 1.105
7 C -1.3182 3.6811 -2.6100  C6 1.542, C8 1.582, H25 1.101, H26 1.102
8 C -0.5380 4.3001 -1.3802  C7 1.582, B9 1.607, H27 1.108, H28 1.103
9 B -0.6552 3.2714 -0.1516  C8 1.607, I10 2.200, P11 1.934
10 I -2.4579 3.1768 1.1062  B9 2.200
11 P 0.7613 2.0278 0.2808  B9 1.934, C12 1.891, O13 1.704
12 C 0.8816 0.8411 -1.1867  P11 1.891, H29 1.100, H30 1.100, H31 1.106
13 O 2.1841 2.9635 0.2255  P11 1.704, H32 0.964
14 H -1.5205 -1.0146 -1.4018  C1 1.100
15 H -3.3259 -0.9913 -1.2596  C1 1.101
16 H -2.4174 0.5474 -1.1891  C1 1.103
17 H -3.5356 -0.1233 -3.5510  C2 1.100
18 H -2.2715 -1.4115 -3.5503  C2 1.106
19 H -2.9021 2.0389 -3.9164  C4 1.108
20 H -2.5667 1.1227 -5.3943  C4 1.109
21 H -0.1335 1.8125 -5.2437  C5 1.094
22 H -1.2274 3.0506 -5.7789  C5 1.102
23 H 0.5482 2.8155 -3.3419  C6 1.101
24 H 0.0066 4.2764 -4.1877  C6 1.105
25 H -1.8899 2.8257 -2.2174  C7 1.101
26 H -2.0259 4.4482 -2.9651  C7 1.102
27 H -1.0047 5.2432 -1.0342  C8 1.108
28 H 0.5269 4.4774 -1.6056  C8 1.103
29 H 1.7895 1.0112 -1.7839  C12 1.100
30 H 0.8438 -0.2053 -0.8484  C12 1.100
31 H 0.0026 0.9931 -1.8403  C12 1.106
32 H 2.3878 3.1874 -0.6901  O13 0.964
33 C -3.3491 -4.0648 -8.2832  C34 1.514, H39 1.091, H40 1.091, H41 1.091
34 C -3.1252 -2.8732 -7.3758  C33 1.514, O35 1.431, H42 1.091, H43 1.090
35 O -2.7273 -3.2832 -6.0642  C34 1.431, C36 1.341
36 C -1.4554 -3.5316 -5.7188  O35 1.341, C37 1.505, O38 1.199
37 C -0.4153 -3.6861 -6.7951  C36 1.505, H44 1.090, H45 1.088, H46 1.088
38 O -1.1832 -3.6974 -4.5627  C36 1.199
39 H -2.4321 -4.6374 -8.4275  C33 1.091
40 H -3.7099 -3.7399 -9.2600  C33 1.091
41 H -4.0829 -4.7420 -7.8449  C33 1.091
42 H -2.4144 -2.1579 -7.7927  C34 1.091
43 H -4.0637 -2.3356 -7.2442  C34 1.090
44 H -0.3352 -4.7387 -7.0645  C37 1.090
45 H 0.5395 -3.3468 -6.3982  C37 1.088
46 H -0.6116 -3.0937 -7.6865  C37 1.088
47 C 5.2608 2.2747 -5.4967  C48 1.514, H53 1.091, H54 1.091, H55 1.090
48 C 4.0445 1.5379 -4.9778  C47 1.514, O49 1.432, H56 1.091, H57 1.090
49 O 2.8356 2.0730 -5.5281  C48 1.432, C50 1.340
50 C 2.3155 1.6890 -6.7013  O49 1.340, C51 1.505, O52 1.201
51 C 3.1526 0.8793 -7.6543  C50 1.505, H58 1.089, H59 1.088, H60 1.088
52 O 1.2131 2.0626 -6.9981  C50 1.201
53 H 5.3652 2.1666 -6.5773  C47 1.091
54 H 6.1678 1.8972 -5.0231  C47 1.091
55 H 5.1738 3.3416 -5.2885  C47 1.090
56 H 4.1047 0.4609 -5.1438  C48 1.091
57 H 3.9664 1.6814 -3.9006  C48 1.090
58 H 3.6701 1.5544 -8.3350  C51 1.089
59 H 2.4899 0.2346 -8.2286  C51 1.088
60 H 3.8745 0.2291 -7.1646  C51 1.088
61 C 0.1243 1.4172 3.7885  C62 1.512, H67 1.088, H68 1.091, H69 1.092
62 C -0.4884 0.1359 3.2712  C61 1.512, O63 1.440, H70 1.092, H71 1.090
63 O -0.0664 -1.0066 4.0390  C62 1.440, C64 1.338
64 C -0.6645 -1.4258 5.1595  O63 1.338, C65 1.502, O66 1.204
65 C -1.6477 -0.5281 5.8547  C64 1.502, H72 1.090, H73 1.089, H74 1.086
66 O -0.3477 -2.4894 5.6272  C64 1.204
67 H -0.1951 1.6332 4.8055  C61 1.088
68 H -0.1561 2.2571 3.1509  C61 1.091
69 H 1.2136 1.3375 3.8045  C61 1.092
70 H -1.5773 0.1888 3.2149  C62 1.092
71 H -0.1332 -0.0473 2.2575  C62 1.090
72 H -1.1201 0.0673 6.5994  C65 1.090
73 H -2.3857 -1.1534 6.3553  C65 1.089
74 H -2.1945 0.1286 5.1853  C65 1.086
75 C -0.7390 -4.5105 2.9808  C76 1.512, H81 1.092, H82 1.087, H83 1.092
76 C 0.6968 -4.9765 3.0652  C75 1.512, O77 1.436, H84 1.091, H85 1.089
77 O 0.8839 -6.2157 2.3645  C76 1.436, C78 1.339
78 C 1.1440 -6.2935 1.0529  O77 1.339, C79 1.505, O80 1.201
79 C 0.9471 -5.0763 0.1900  C78 1.505, H86 1.089, H87 1.088, H88 1.088
80 O 1.4597 -7.3500 0.5767  C78 1.201
81 H -1.0361 -4.3065 1.9501  C75 1.092
82 H -0.8762 -3.6047 3.5666  C75 1.087
83 H -1.4127 -5.2813 3.3597  C75 1.092
84 H 1.4017 -4.2190 2.7197  C76 1.091
85 H 0.9472 -5.1799 4.1056  C76 1.089
86 H -0.0641 -5.0866 -0.2152  C79 1.089
87 H 1.6594 -5.1206 -0.6318  C79 1.088
88 H 1.1242 -4.1357 0.7077  C79 1.088
89 C -0.0877 -8.0164 6.5179  C90 1.514, H95 1.091, H96 1.091, H97 1.091
90 C -1.2748 -8.8005 7.0345  C89 1.514, O91 1.430, H98 1.091, H99 1.090
91 O -2.5079 -8.2393 6.5759  C90 1.430, C92 1.342
92 C -3.0665 -8.5448 5.3944  O91 1.342, C93 1.505, O94 1.200
93 C -2.2489 -9.2685 4.3585  C92 1.505, H100 1.090, H101 1.088, H102 1.088
94 O -4.1820 -8.1717 5.1581  C92 1.200
95 H -0.0331 -8.0458 5.4286  C89 1.091
96 H 0.8433 -8.4169 6.9213  C89 1.091
97 H -0.1725 -6.9673 6.8047  C89 1.091
98 H -1.2128 -9.8617 6.7873  C90 1.091
99 H -1.3079 -8.7381 8.1220  C90 1.090
100 H -1.7634 -8.5375 3.7120  C93 1.090
101 H -2.9202 -9.8814 3.7602  C93 1.088
102 H -1.5014 -9.9399 4.7759  C93 1.088
103 C 5.4046 7.3888 1.0693  C104 1.514, H109 1.091, H110 1.091, H111 1.090
104 C 5.3196 7.6406 -0.4216  C103 1.514, O105 1.431, H112 1.091, H113 1.090
105 O 5.0869 6.4270 -1.1429  C104 1.431, C106 1.339
106 C 3.8677 5.9183 -1.3606  O105 1.339, C107 1.503, O108 1.203
107 C 2.6944 6.4482 -0.5853  C106 1.503, H114 1.091, H115 1.089, H116 1.088
108 O 3.7422 4.9927 -2.1189  C106 1.203
109 H 4.4672 6.9951 1.4640  C103 1.091
110 H 5.6421 8.3115 1.6004  C103 1.091
111 H 6.1771 6.6501 1.2851  C103 1.090
112 H 4.5731 8.3945 -0.6763  C104 1.091
113 H 6.2761 8.0183 -0.7814  C104 1.090
114 H 2.5639 5.8435 0.3129  C107 1.091
115 H 1.8061 6.3564 -1.2078  C107 1.089
116 H 2.7723 7.4989 -0.3134  C107 1.088
117 C -1.1368 4.8728 8.3008  C118 1.514, H123 1.091, H124 1.091, H125 1.091
118 C -1.1107 5.1247 6.8078  C117 1.514, O119 1.431, H126 1.091, H127 1.089
119 O -1.3150 3.9152 6.0706  C118 1.431, C120 1.340
120 C -2.5252 3.4277 5.7644  O119 1.340, C121 1.504, O122 1.201
121 C -3.7416 3.9812 6.4552  C120 1.504, H128 1.090, H129 1.088, H130 1.088
122 O -2.6084 2.5070 4.9984  C120 1.201
123 H -2.1074 4.4980 8.6279  C117 1.091
124 H -0.9197 5.7910 8.8479  C117 1.091
125 H -0.3958 4.1195 8.5707  C117 1.091
126 H -1.8222 5.8927 6.5008  C118 1.091
127 H -0.1238 5.4832 6.5171  C118 1.089
128 H -3.9486 3.3850 7.3435  C121 1.090
129 H -4.5860 3.9069 5.7727  C121 1.088
130 H -3.6537 5.0301 6.7307  C121 1.088

The calculation puts the max |F| at 0.0331 hartree/bohr. Its charge is 0. The calculation puts the HOMO energy at -8.03 eV. As for the HOMO-LUMO gap: 7.809 eV. As for the SMILES: CCOCCCCCB(I)P(C)O.CCOC(C)=O.CCOC(C)=O.CCOC(C)=O.CCOC(C)=O.CCOC(C)=O.CCOC(C)=O.CCOC(C)=O.